Record 1
The following is a quantum chemistry calculation of C31H37N6O6P2RbS3 as an isolated structure at a distorted geometry, from the Open Molecules 2025 dataset.

Results
* 2S+1: 1
* gap between HOMO and LUMO: 8.03 eV
* energy relative to the best compared isomer or geometry (same formula, charge and spin): 5.3 kcal per mole
* LUMO level: 0.0082 Eh
* highest occupied orbital energy: -0.2868 Eh
* total energy: -105713.20021 eV

Atoms and positions in Å:
1 Rb -20.48855 7.66132 8.38550
2 C -18.14551 8.40126 13.39444
3 C -19.21954 9.24198 12.81580
4 N -19.58498 10.41777 13.20535
5 N -20.70680 10.67039 12.51938
6 C -21.09184 9.69673 11.67841
7 S -22.41974 9.47425 10.63635
8 N -20.09641 8.75332 11.90047
9 N -20.23995 7.52563 11.31559
10 H -17.62224 9.02786 14.12832
11 H -17.45566 8.18495 12.56578
12 H -18.55760 7.45694 13.86361
13 H -21.32504 11.50651 12.68203
14 H -20.65011 6.86430 11.98456
15 H -19.23991 7.27315 11.11078
16 O -17.30649 9.97304 10.73390
17 S -17.37650 9.02452 9.61596
18 O -18.24086 9.43169 8.53319
19 O -17.67823 7.62364 9.96847
20 C -15.77726 8.90488 8.79978
21 C -14.85358 9.97303 8.95879
22 C -13.56764 9.91140 8.46687
23 C -13.20581 8.80616 7.71829
24 C -14.07229 7.75919 7.53866
25 C -15.40375 7.72089 8.07682
26 P -16.53899 6.27584 7.79273
27 C -15.58536 5.15309 6.67407
28 C -14.89007 4.10614 7.34543
29 C -14.09256 3.27543 6.61474
30 C -14.02755 3.39922 5.21073
31 C -14.71606 4.42456 4.59436
32 C -15.61520 5.25757 5.29004
33 C -17.78911 6.89709 6.56029
34 C -18.89243 6.02050 6.38106
35 C -19.79706 6.35092 5.33192
36 C -19.67361 7.53705 4.68737
37 C -18.64617 8.41697 4.87384
38 C -17.70867 8.13934 5.90529
39 H -15.26548 10.79635 9.52149
40 H -12.91441 10.77235 8.51300
41 H -12.22954 8.74934 7.29154
42 H -13.65321 6.97107 6.95554
43 H -15.00713 3.94502 8.38351
44 H -13.41313 2.58836 7.03237
45 H -13.41544 2.64515 4.74669
46 H -14.56063 4.58812 3.47807
47 H -16.16950 6.09912 4.86019
48 H -18.95586 5.07059 6.86387
49 H -20.60208 5.65107 4.98886
50 H -20.37150 7.75945 3.86163
51 H -18.58212 9.37568 4.27138
52 H -16.93338 8.82912 6.17410
53 N -23.36024 5.55196 10.36340
54 C -23.18327 5.72114 8.96246
55 S -22.31199 4.74275 7.88637
56 N -23.69190 6.93066 8.55546
57 C -23.64100 7.39794 7.21299
58 C -23.29093 8.76018 7.18670
59 C -23.18890 9.41609 5.98822
60 C -23.49221 8.70037 4.84339
61 C -23.93013 7.39903 4.89812
62 C -23.99241 6.66069 6.04208
63 H -22.69332 4.92632 10.76195
64 H -23.44445 6.37583 10.91136
65 H -23.94867 7.54825 9.29320
66 H -23.16721 9.17561 8.19688
67 H -22.86964 10.43770 5.93389
68 H -23.38934 9.20308 3.89188
69 H -24.18384 6.88566 3.98977
70 H -24.29955 5.66805 6.04692
71 C -19.12405 2.69938 8.86881
72 O -19.26504 2.73890 10.30905
73 P -19.45890 4.22792 10.86972
74 O -18.55761 4.10800 12.22798
75 C -17.11974 4.12999 11.80476
76 O -20.87541 4.07316 11.55620
77 C -21.06053 2.99951 12.53683
78 H -18.31663 3.35438 8.55413
79 H -20.12924 2.95182 8.42893
80 H -18.83199 1.67738 8.59053
81 H -16.88236 3.21990 11.23602
82 H -16.59500 4.05838 12.80480
83 H -16.98734 5.11635 11.28604
84 H -20.86070 3.36601 13.51276
85 H -20.41702 2.13167 12.31057
86 H -22.07742 2.61097 12.54249

Forces on atoms 1 to 3 (eV/Å):
Rb 0.18 0.20 0.05
C 0.22 -0.02 -0.03
C -0.03 -0.87 0.84

Results of the Mulliken charge analysis, in e, for atoms 1 through 4: Rb 0.961; C -0.775; C 0.888; N -0.889

Record 2
The following is a quantum chemistry calculation of a 2-piece molecular cluster, C3H2N2 overall at a distorted geometry, from the Open Molecules 2025 dataset.

Results
* 2S+1: 1
* gap between HOMO and LUMO: 8.35 eV
* energy relative to the best compared isomer or geometry (same formula, charge and spin): 131.9 kcal per mole
* LUMO level: -0.0241 Eh
* highest occupied orbital energy: -0.3309 Eh
* total energy: -6116.76695 eV

Atoms and positions in Å:
1 C -4.06346 -1.28846 0.79160
2 C 0.14111 0.39098 0.03293
3 C -1.84873 -0.25702 0.28367
4 N -4.91746 -1.92279 1.16117
5 N -3.01259 -0.59715 0.46182
6 H 0.32910 0.20811 1.02560
7 H 0.38409 -0.50584 -0.54288

Forces on atoms 1 to 3 (eV/Å):
C 1.88 1.26 -0.53
C -2.54 0.45 -2.61
C -2.70 -1.12 0.66

Results of the Mulliken charge analysis, in e, for atoms 1 through 4: C 0.371; C -0.506; C 0.143; N -0.276

Record 3
The following is a quantum chemistry calculation of C3H4NOP as an isolated structure at a distorted geometry, from the Open Molecules 2025 dataset.

Results
* 2S+1: 1
* gap between HOMO and LUMO: 9.25 eV
* energy relative to the best compared isomer or geometry (same formula, charge and spin): 46.8 kcal per mole
* LUMO level: -0.0282 Eh
* highest occupied orbital energy: -0.3682 Eh
* total energy: -15998.98589 eV

Atoms and positions in Å:
1 C -1.12972 -0.23023 -0.16641
2 C -0.03555 -1.15406 -0.29426
3 C -1.06911 0.80376 0.66145
4 N 2.18659 1.12569 -0.54145
5 O 0.87772 -1.35605 0.49337
6 P 2.66383 -0.09267 0.12614
7 H -1.73654 -0.18159 -1.12446
8 H 0.18998 -1.41166 -1.28238
9 H -1.53419 1.75219 0.50679
10 H -0.41302 0.74462 1.62120

Forces on atoms 1 to 3 (eV/Å):
C -1.24 0.50 -2.01
C 0.97 0.65 1.24
C 1.74 -0.37 2.51

Results of the Mulliken charge analysis, in e, for atoms 1 through 4: C -0.133; C 0.162; C -0.477; N -0.348

Record 4
The following is a quantum chemistry calculation of C25H22BiF3IN3O10S as an isolated structure, from the Open Molecules 2025 dataset.

Results
* 2S+1: 1
* gap between HOMO and LUMO: 7.85 eV
* LUMO level: -0.0228 Eh
* highest occupied orbital energy: -0.3113 Eh
* total energy: -84154.13476 eV

Atoms and positions in Å:
1 Bi -0.07731 -0.37187 0.21155
2 C 3.57001 -1.47245 -2.25245
3 C 3.55476 0.00140 -1.99295
4 N 4.33456 0.78193 -2.70611
5 C 4.31643 2.10625 -2.47872
6 C 3.52967 2.70751 -1.53013
7 C 3.59437 4.20269 -1.36186
8 O 4.08280 4.60596 -0.08366
9 C 2.67774 1.88921 -0.74864
10 C 1.85463 2.51769 0.27118
11 N 0.87711 1.96531 0.88929
12 C 0.13899 2.75038 1.80466
13 C -0.30196 4.02766 1.46951
14 C -1.06711 4.76800 2.35526
15 C -1.41161 4.23782 3.58957
16 C -0.99096 2.96090 3.93254
17 C -0.22792 2.22364 3.04265
18 I 0.36514 0.28862 3.55285
19 C 2.68718 0.51280 -0.98434
20 O 1.98135 -0.37062 -0.30008
21 H 4.33174 -1.69743 -2.99417
22 H 2.59801 -1.80350 -2.62385
23 H 3.76450 -2.02574 -1.33272
24 H 4.96943 2.70536 -3.10425
25 H 2.60542 4.65527 -1.45172
26 H 4.21222 4.62172 -2.16056
27 H 4.93978 4.18853 0.05326
28 H 2.12063 3.54406 0.52615
29 H -0.06653 4.42210 0.48936
30 H -1.40173 5.75796 2.07514
31 H -2.00984 4.81050 4.28535
32 H -1.25826 2.54037 4.89268
33 O -2.23393 -1.81642 0.68760
34 C -2.23512 -3.03685 0.58543
35 C -1.08675 -3.91859 0.58812
36 C -1.34149 -5.27151 0.34708
37 C -0.31563 -6.17812 0.35370
38 C 0.99806 -5.77647 0.61842
39 C 1.26433 -4.45846 0.87213
40 C 0.24085 -3.48193 0.85801
41 O 0.55814 -2.25048 1.12752
42 N -0.60012 -7.58645 0.09089
43 O -1.75529 -7.90386 -0.12074
44 O 0.33680 -8.36152 0.10085
45 H -3.20585 -3.55282 0.48617
46 H -2.35068 -5.60939 0.15001
47 H 1.78382 -6.51807 0.61580
48 H 2.27007 -4.11816 1.07683
49 F -2.56854 -1.84289 -3.77050
50 C -2.20752 -0.66195 -3.27773
51 F -2.45107 0.27981 -4.18401
52 F -2.95137 -0.41071 -2.19113
53 S -0.42841 -0.66682 -2.81912
54 O 0.28799 -0.97446 -4.00865
55 O -0.38570 -1.69492 -1.74746
56 O -0.22498 0.64294 -2.19955
57 C -3.78123 0.70781 2.17052
58 C -3.37125 1.34015 0.87180
59 C -4.45473 1.91308 0.00434
60 O -2.20659 1.37700 0.52576
61 H -4.49981 1.33445 2.70018
62 H -2.90944 0.51403 2.79164
63 H -4.27082 -0.24241 1.94435
64 H -5.25694 1.18473 -0.12507
65 H -4.04943 2.20491 -0.96049
66 H -4.89064 2.78236 0.50250

Forces on atoms 1 to 3 (eV/Å):
Bi 0.06 0.00 0.03
C -0.02 0.01 -0.01
C 0.03 0.00 -0.01

Results of the Mulliken charge analysis, in e, for atoms 1 through 4: Bi 3.042; C -1.102; C 0.806; N -0.676

Record 5
The following is a quantum chemistry calculation of a single C5H9N3 molecule at a distorted geometry, from the Open Molecules 2025 dataset.

Results
* 2S+1: 1
* gap between HOMO and LUMO: 9.23 eV
* energy relative to the best compared isomer or geometry (same formula, charge and spin): 136.2 kcal per mole
* LUMO level: 0.0341 Eh
* highest occupied orbital energy: -0.3049 Eh
* total energy: -9795.56000 eV

Atoms and positions in Å:
1 H 1.79680 -1.87070 0.39645
2 N 2.11657 -0.87909 -0.14114
3 C 1.07348 -0.22283 -0.48874
4 N 1.05964 0.79921 -1.37569
5 N -0.11010 1.43384 -1.44067
6 C -0.61040 1.33169 -0.07485
7 C -0.32668 -0.25987 0.11750
8 C -0.07827 -0.59790 1.52697
9 C -1.22988 -1.08079 0.64186
10 H 1.97572 1.17833 -1.96302
11 H -0.70071 0.85575 -2.09067
12 H -0.15718 2.01950 0.51221
13 H -1.70845 1.42859 -0.33465
14 H -0.32878 0.07930 2.28066
15 H 0.72042 -1.44899 1.69507
16 H -2.33068 -0.68428 0.74014
17 H -1.16150 -2.08175 -0.00144

Forces on atoms 1 to 3 (eV/Å):
H 1.15 3.69 -1.70
N -1.03 -3.30 0.62
C 0.40 -2.19 -0.62

Results of the Mulliken charge analysis, in e, for atoms 1 through 4: H 0.256; N -0.868; C 0.554; N -0.167

Record 6
The following is a quantum chemistry calculation of C26H33N3O6P2Rh as an isolated structure at a distorted geometry, from the Open Molecules 2025 dataset.

Results
* 2S+1: 5
* net charge: +1
* gap between HOMO and LUMO (spin up / spin down): 5.66 / 5.87 eV
* expectation value of S²: 6.05
* energy relative to the best compared isomer or geometry (same formula, charge and spin): 57.7 kcal per mole
* LUMO level (spin up / spin down): -0.0857 / -0.2128 Eh
* highest occupied orbital energy (spin up / spin down): -0.2937 / -0.4286 Eh
* total energy: -65830.57242 eV

Atoms and positions in Å:
1 Rh -0.41033 1.86644 -1.12396
2 O 1.19177 1.44929 4.40263
3 C 2.29960 1.50300 3.63754
4 O 3.45722 1.35741 4.01802
5 C 2.11564 1.86527 2.19665
6 C 3.09670 1.77112 1.29306
7 N 2.52089 1.83390 0.02809
8 N 1.21151 2.02051 0.15088
9 C 0.88125 2.05684 1.45677
10 C -0.56194 2.12342 1.82282
11 O -0.90829 2.35588 3.00473
12 O -1.36915 1.97649 0.82385
13 H 0.36430 1.81014 3.91490
14 H 4.11268 1.52764 1.47918
15 H 2.94700 1.82694 -0.95364
16 C -2.79356 4.08469 -1.19605
17 P -2.24858 2.58678 -2.11057
18 C -3.68682 1.43027 -1.92133
19 C -2.21623 2.99320 -3.90759
20 C -0.75815 3.14778 -4.29588
21 P 0.40085 3.05592 -2.84897
22 C 0.68684 4.80466 -2.26886
23 C 1.91435 2.43408 -3.60156
24 H -2.45126 5.06379 -1.63941
25 H -2.51131 3.95997 -0.13622
26 H -3.92040 4.22202 -1.06047
27 H -4.12818 1.68405 -0.95901
28 H -3.28697 0.37500 -1.96809
29 H -4.41322 1.42808 -2.70193
30 H -2.82398 3.92552 -3.93473
31 H -2.74938 2.36202 -4.61624
32 H -0.48595 4.15926 -4.61440
33 H -0.45735 2.43864 -5.07898
34 H 0.87457 5.41561 -3.14717
35 H 1.47237 4.78879 -1.55207
36 H -0.28880 5.04162 -1.71109
37 H 2.61654 2.48322 -2.74581
38 H 2.35335 3.11068 -4.38348
39 H 1.77207 1.42086 -3.90270
40 C 0.65047 -3.11977 5.70096
41 C 0.87011 -3.48426 4.23867
42 C 1.64086 -4.60616 4.01024
43 C 1.94678 -4.92247 2.69034
44 C 1.40224 -4.31816 1.60367
45 C 0.56781 -3.19628 1.81832
46 N 0.04533 -2.51248 0.72822
47 C -0.28673 -3.12576 -0.50532
48 C -0.52237 -4.53316 -0.55623
49 C -0.49035 -5.24735 -1.71360
50 C -0.38857 -4.50927 -2.89668
51 C -0.45767 -3.12456 -2.92358
52 C -0.35971 -2.41046 -1.72077
53 C -0.28632 -0.87052 -1.76183
54 O -0.16228 -0.20892 -2.80344
55 O -0.52049 -0.36968 -0.59398
56 C 0.22323 -2.77314 3.14619
57 C -0.62929 -1.56255 3.32414
58 H 0.25650 -2.11775 5.86827
59 H 1.50738 -3.19262 6.35694
60 H -0.23414 -3.76192 6.04225
61 H 1.95155 -5.24722 4.79124
62 H 2.67311 -5.74500 2.62715
63 H 1.72134 -4.62128 0.61477
64 H -0.26498 -1.55582 0.73271
65 H -0.70822 -4.97807 0.41454
66 H -0.61330 -6.36697 -1.61881
67 H -0.27532 -5.12869 -3.78651
68 H -0.48333 -2.60315 -3.85951
69 H -1.29509 -1.29480 2.49287
70 H 0.03879 -0.63566 3.54818
71 H -1.33701 -1.61689 4.14168

Forces on atoms 1 to 3 (eV/Å):
Rh -0.23 -2.51 0.13
O 0.62 0.02 -0.84
C 1.21 1.14 0.47

Results of the Mulliken charge analysis, in e, for atoms 1 through 4: Rh 0.296; O -0.557; C 0.391; O -0.607